Record 1
{"formula": "C5H6O3", "method": "ωB97M-V/def2-TZVPD", "elements": ["C", "C", "C", "C", "O", "C", "O", "O", "H", "H", "H", "H", "H", "H"], "xyz": [[1.958, -0.030, 0.219], [0.725, -0.882, -0.112], [-0.460, -0.252, -0.020], [-1.632, -0.943, 0.023], [-2.778, -0.388, 0.180], [-0.553, 1.286, -0.019], [0.601, 1.860, -0.058], [-1.705, 1.939, 0.037], [2.352, 0.679, -0.641], [2.788, -0.865, 0.366], [1.417, 0.603, 1.116], [1.048, -1.975, -0.351], [-1.437, -2.070, -0.391], [-2.324, 1.041, -0.349]], "e_lumo_ev": -1.1, "charge": 0, "e_above_lowest_kcal_mol": 80.1, "gap_ev": 8.83, "homo_energy_ev": -10.0}


Record 2
{"formula": "C5H6O3Pt", "method": "ωB97M-V/def2-TZVPD", "elements": ["O", "C", "O", "O", "C", "Pt", "H", "H", "C", "C", "C", "H", "H", "H", "H"], "xyz": [[-1.756, 2.019, -1.721], [-1.651, 1.183, -0.774], [-1.838, 1.372, 0.416], [-0.768, 0.184, -1.155], [-0.822, -1.011, -0.415], [-0.263, 2.557, -2.293], [-1.853, -1.276, -0.153], [-0.381, -1.772, -1.066], [-0.028, -0.906, 0.893], [1.298, -0.463, 0.806], [2.520, -0.106, 0.781], [-0.135, -1.772, 1.562], [-0.438, -0.041, 1.489], [2.846, 0.800, 1.308], [3.269, -0.767, 0.323]], "e_lumo_ev": [-7.2, -8.8], "multiplicity": 4, "charge": 1, "e_above_lowest_kcal_mol": 2.0, "gap_ev": [2.74, 4.22], "homo_energy_ev": [-9.9, -13.0], "s_squared": 3.764}


Record 3
{"formula": "C5H6O3Tl", "method": "ωB97M-V/def2-TZVPD", "elements": ["C", "C", "C", "C", "O", "Tl", "H", "H", "H", "H", "H", "O", "O", "C", "H"], "xyz": [[0.631, 2.167, 0.639], [0.025, 1.221, 1.622], [0.514, -0.199, 1.398], [-0.029, -1.027, 0.495], [-0.107, -2.285, 0.431], [-0.513, -3.958, -1.428], [1.436, 2.845, 0.929], [0.530, 1.968, -0.430], [-1.075, 1.232, 1.537], [0.270, 1.535, 2.650], [1.446, -0.514, 1.880], [-1.071, 0.234, -3.330], [-0.881, -1.958, -2.840], [-0.844, -0.757, -2.724], [-0.333, -0.503, -0.830]], "e_lumo_ev": [-0.9, -0.9], "multiplicity": 2, "charge": 0, "e_above_lowest_kcal_mol": 52.4, "gap_ev": [5.98, 6.40], "homo_energy_ev": [-6.8, -7.3], "s_squared": 0.755}